1.
23
Properties=species:S:1:pos:R:3:forces:R:3 method="wB97M-V/def2-TZVPD" de_lowest_kcal_mol=31.2 total_charge=0 max_force_ev_per_a=1.565 e_homo_ev=-8.66 lumo_energy_ev=0.732 smiles=CCNCCCO.O spin_multiplicity=1 mol_weight_g_mol=121.2
C 0.140326 -2.260677 1.941129 -0.375 -0.914 -0.171
C 0.447389 -1.390033 0.727473 -1.153 -1.020 -0.281
N -0.633170 -1.398637 -0.270935 -0.302 -0.179 0.033
C -1.498997 -0.238782 -0.264826 -0.344 0.557 -0.506
C -1.407636 0.516362 -1.604932 0.486 0.013 1.055
C -0.073185 1.214344 -1.852549 0.053 0.196 -0.322
O 0.418961 2.014087 -0.776932 0.303 -0.286 0.567
H -0.922485 -2.168769 2.165153 0.039 0.299 0.579
H 0.785143 -2.141248 2.809725 -0.119 0.561 0.070
H 0.254156 -3.336327 1.722125 0.039 0.306 -0.377
H 0.536809 -0.352727 0.965585 0.704 0.374 0.385
H 1.310865 -1.799263 0.248400 0.949 0.265 -0.216
H -1.207552 -2.229696 -0.246369 0.308 -0.179 0.115
H -1.270820 0.429145 0.547809 0.382 0.361 0.500
H -2.551919 -0.473652 -0.093156 -0.059 -0.355 -0.139
H -2.164620 1.309887 -1.641189 -0.322 -0.471 -0.279
H -1.521421 -0.305865 -2.311105 -0.323 0.557 -0.637
H 0.735650 0.512271 -2.056808 -0.128 -0.071 0.062
H -0.187529 1.865757 -2.727349 0.093 -0.191 -0.081
H -0.182205 2.709967 -0.501199 -0.287 -0.034 -0.285
O 2.293100 1.209727 1.558125 -0.026 0.088 -0.155
H 1.755745 1.269358 2.350960 -0.033 0.031 0.081
H 1.686890 1.408051 0.826415 0.116 0.090 0.004


2.
15
Properties=species:S:1:pos:R:3:forces:R:3 method="wB97M-V/def2-TZVPD" de_lowest_kcal_mol=16.1 total_charge=0 max_force_ev_per_a=2.406 e_homo_ev=-10.84 lumo_energy_ev=0.569 smiles="O=C(O)C1(C(=O)O)CC1" spin_multiplicity=1 mol_weight_g_mol=130.1
O 1.764705 -0.711025 -1.151309 0.097 -0.324 -1.211
C 1.252114 -0.428936 -0.123047 0.195 1.011 0.566
O 1.848707 -0.741144 1.034799 -0.852 -0.066 0.740
C -0.008280 0.425934 0.006106 -0.541 -1.362 -0.171
C -1.237878 -0.427417 0.165757 -1.084 -0.713 -0.936
O -1.719251 -0.701994 1.222007 -0.044 -0.087 -0.077
O -1.799352 -0.892560 -1.035326 1.802 1.200 1.049
C -0.119650 1.651070 -0.814676 0.088 0.244 0.272
C 0.009686 1.726203 0.711088 0.323 0.175 -0.343
H 1.213448 -0.510457 1.739286 0.493 -0.144 0.019
H -1.179739 -0.524807 -1.709995 -0.801 -0.568 0.186
H -1.072788 1.897858 -1.280867 0.261 -0.047 0.172
H 0.771855 1.828752 -1.390669 0.017 0.425 -0.199
H 0.981432 2.005536 1.092577 -0.065 0.295 0.082
H -0.848637 1.995783 1.316940 0.112 -0.040 -0.150